No. 1
2 unconnected molecules or ions with the total composition C3H8FN. Source: the OMol25 dataset; level of theory: ωB97M-V with the def2-TZVPD basis set.

E_HOMO, Ha: -0.381
Gap between HOMO and LUMO, eV: 11.09
Energy, a.u.: -273.69532
Structure (SMILES): CC(C)=N.F

CARTESIAN COORDINATES (ANGSTROEM)
H -1.895847 0.708764 -0.324082
F -0.078392 2.647760 -2.203284
C 0.893070 -1.222946 0.725485
H 1.925438 -1.258264 0.331646
H -0.282816 1.952724 -1.500194
H -1.514149 -1.056377 -0.233863
N 0.671088 0.813601 -0.552753
C -1.342012 -0.096887 0.240389
H 1.657247 0.851081 -0.686804
H 0.446541 -2.190247 0.757281
H -1.682738 0.011809 1.328865
C 0.164391 -0.020051 0.206902
H 1.038178 -1.140968 1.910411

Forces on the atoms, in the same order (eV/Å):
H 1.00 -0.79 0.45
F -1.03 -1.23 1.29
C 2.05 0.99 3.85
H -0.60 -0.13 0.06
H 1.50 1.44 -1.50
H -0.80 -0.28 0.39
N -0.40 2.39 -0.71
C -0.53 1.30 1.44
H 0.90 -0.41 -0.01
H -0.81 -0.54 -0.96
H 0.17 -0.79 -1.49
C -1.32 -2.30 -0.59
H -0.15 0.34 -2.23

Want to see where the charge sits? The natural (NBO) charges in e are:
1 H 0.23
2 F -0.63
3 C -0.70
4 H 0.23
5 H 0.56
6 H 0.23
7 N -0.66
8 C -0.67
9 H 0.36
10 H 0.24
11 H 0.23
12 C 0.34
13 H 0.23

=====

No. 2
A molecular structure, C37H40IInN5OSbSi. Source: the OMol25 dataset; level of theory: ωB97M-V with the def2-TZVPD basis set.

E_HOMO (spin up / spin down), Ha: -0.488 / -0.488
Gap between HOMO and LUMO (spin up / spin down), eV: 6.04 / 6.51
Charge: +2
Energy, a.u.: -2800.07161

CARTESIAN COORDINATES (ANGSTROEM)
H 0.323269 -0.410734 -3.082965
C 0.012420 2.008748 -3.051839
C 0.963064 -2.540409 0.885129
H 2.317589 -3.394745 4.445770
C 2.544092 3.025862 2.963782
C 3.113264 -1.767445 -4.415577
H 2.860045 0.687687 -1.070107
H 3.771386 -1.672429 -5.268904
H -3.174347 -3.979703 -0.481708
H 0.293072 0.997517 5.364631
H 0.169370 2.188853 -4.113102
H -2.736582 -2.325160 -0.060345
C 2.475342 -2.903583 -2.390390
H 3.711421 -3.816597 2.446928
H -5.920667 0.844568 2.246598
H 0.050010 -2.437319 4.174494
C 3.626443 2.154320 3.002470
H 0.795762 -0.170494 3.161485
C -0.250130 1.156292 4.447229
H -2.638327 3.314469 1.958104
C -0.147479 4.367924 -0.221805
H -2.181343 -2.005736 -2.654380
H 4.379356 2.245155 3.774494
C -4.643920 0.693341 0.511287
H -4.330582 2.281844 3.467339
H -1.989228 -3.698653 0.783186
C 3.747249 1.204092 2.010319
H -0.796711 -1.883673 1.931215
H -2.647844 -3.687045 -2.851165
H 0.889095 1.471530 -2.680806
H 2.874837 -3.288000 0.224960
H -1.354456 -5.530610 -1.521008
C 2.917683 0.154802 -0.118156
Sb 0.084953 4.419098 1.921825
C 1.946775 -3.143940 3.460543
C -1.366649 1.926618 4.180847
C -4.964179 1.101527 1.812063
C -0.305100 4.501318 -2.958578
C 0.202220 -2.294462 2.034977
C 2.768773 1.102978 1.025040
O -0.515502 -0.598187 -0.510605
C -0.598792 -4.775593 -1.284144
C -0.154350 3.288506 -2.301487
C -1.225970 -3.380317 -1.238019
N -0.749756 0.851235 2.310502
C 3.322391 -2.772572 -3.482873
H 0.169427 -4.844180 -2.058360
H 3.869297 -0.369312 -0.077383
H -0.340065 4.517294 -4.038619
C -3.421043 1.099520 -0.081739
H -5.331101 0.104473 -0.077711
C 1.195325 -1.047528 -3.168229
I -2.297809 3.226067 5.478528
H 2.644773 -3.730487 -1.715015
C -4.087331 1.877042 2.495022
H -2.461945 -0.006640 -1.627501
H -0.161215 -5.054456 -0.322303
H 1.836631 -0.152047 -5.013752
C -2.339006 -3.337297 -0.186245
C 1.588040 2.881788 1.973627
H -2.834526 1.686952 -2.035538
N -0.113661 3.227155 -0.955276
C -3.198276 0.792046 -1.528937
C 2.235551 -3.090232 1.071647
H 4.141678 -3.467568 -3.612284
C 0.678813 -2.599446 3.305835
H -4.120383 0.478820 -2.012003
C 2.724661 -3.385530 2.338325
Si 0.169711 -2.113833 -0.778533
C -1.649396 1.685153 2.827129
H 2.458716 3.826051 3.688594
C -1.805541 -3.030887 -2.611738
N 1.678646 1.894605 1.048945
C -0.293965 5.596052 -0.842260
C -2.744026 2.215023 1.932604
N 0.089957 0.542755 3.307277
H -0.511348 6.622483 -2.718768
N -2.495788 1.780663 0.557526
C 2.033502 -0.910127 -4.265564
C -0.393048 5.667065 -2.225040
H 2.134576 -0.600128 -0.106197
H -0.861507 1.361124 -2.957407
H -1.064035 -3.156709 -3.403083
H 4.601541 0.543094 1.970899
C 1.403587 -2.025834 -2.192904
H -0.315331 6.500688 -0.247962
In -0.282050 1.285477 0.077119

Forces on the atoms, in the same order (eV/Å):
H 0.09 -0.16 -0.02
C 0.06 0.09 0.02
C 0.06 -0.09 -0.01
H 0.00 0.00 0.00
C 0.04 0.01 -0.02
C 0.02 0.00 -0.01
H 0.01 0.01 0.01
H 0.00 0.00 0.00
H 0.04 -0.02 -0.05
H 0.00 0.01 0.00
H -0.01 0.02 0.00
H 0.01 0.01 0.03
C -0.06 0.00 -0.03
H 0.00 -0.01 0.00
H 0.00 -0.02 0.00
H -0.01 -0.01 -0.01
C -0.02 0.03 0.00
H -0.05 -0.07 0.01
C -0.06 -0.01 -0.02
H -0.09 0.03 -0.06
C -0.06 -0.16 -0.01
H 0.00 0.06 0.00
H 0.00 -0.01 0.01
C -0.03 0.07 0.09
H 0.03 -0.04 0.03
H 0.00 0.06 0.02
C 0.01 0.01 -0.02
H 0.00 0.01 0.01
H 0.02 -0.04 0.06
H -0.05 0.05 -0.01
H 0.03 -0.01 -0.07
H -0.05 0.05 -0.01
C -0.06 0.00 0.00
Sb 0.03 0.12 0.02
C 0.00 0.01 0.02
C 0.00 0.01 0.03
C -0.04 0.05 -0.08
C 0.03 0.01 0.00
C -0.07 -0.12 -0.05
C 0.09 -0.01 -0.12
O 0.34 -0.09 -0.55
C 0.00 -0.06 0.01
C 0.02 0.04 -0.04
C 0.40 0.63 0.27
N -0.06 0.01 0.02
C 0.01 -0.01 0.01
H 0.04 0.00 0.05
H 0.01 0.01 0.00
H 0.00 -0.01 0.00
C -0.03 0.29 -0.16
H -0.01 0.00 0.00
C -0.13 -0.06 -0.03
I 0.00 -0.01 0.00
H 0.01 -0.02 0.06
C 0.05 -0.04 0.02
H 0.06 -0.06 -0.02
H 0.05 0.00 -0.02
H 0.00 0.00 -0.01
C 0.00 -0.03 0.04
C 0.01 0.00 -0.03
H 0.00 0.00 0.00
N -0.10 0.18 -0.27
C 0.05 -0.04 0.01
C -0.03 0.03 0.10
H 0.00 0.00 0.00
C -0.01 0.00 0.00
H 0.01 -0.02 0.01
C 0.02 0.02 -0.04
Si -0.80 0.00 0.02
C 0.06 -0.03 0.01
H 0.00 0.00 0.00
C 0.06 -0.03 -0.07
N 0.14 -0.02 0.15
C 0.01 0.05 0.03
C -0.04 -0.03 0.01
N 0.04 0.13 0.00
H -0.01 0.00 0.00
N 0.07 -0.32 0.15
C -0.03 -0.01 0.03
C 0.02 0.00 0.01
H 0.05 0.06 0.02
H 0.02 0.00 0.06
H 0.01 0.07 0.00
H 0.00 -0.01 0.00
C 0.00 -0.02 0.04
H -0.01 0.00 0.00
In -0.23 -0.55 0.39

Want to see where the charge sits? The Mulliken charges in e are:
1 H 0.72
2 C -0.90
3 C 1.72
4 H 0.45
5 C -0.83
6 C -0.72
7 H 0.23
8 H 0.41
9 H 0.55
10 H 0.54
11 H 0.59
12 H 0.05
13 C -0.78
14 H 0.50
15 H 0.50
16 H 0.58
17 C -0.77
18 H -0.10
19 C -0.07
20 H 0.19
21 C 0.30
22 H 0.12
23 H 0.47
24 C -0.91
25 H 0.28
26 H 0.31
27 C -0.82
28 H 0.56
29 H 0.56
30 H -0.09
31 H 0.13
32 H 0.51
33 C -1.12
34 Sb 0.89
35 C -0.69
36 C -1.39
37 C -0.57
38 C -0.96
39 C -0.64
40 C 0.92
41 O 1.05
42 C -1.74
43 C 1.08
44 C 1.96
45 N 0.12
46 C -0.92
47 H 0.30
48 H 0.59
49 H 0.53
50 C 1.17
51 H 0.48
52 C -0.38
53 I 0.21
54 H 0.34
55 C -0.95
56 H -0.20
57 H 0.33
58 H 0.47
59 C -1.52
60 C 0.26
61 H 0.17
62 N 0.20
63 C -1.22
64 C -0.68
65 H 0.47
66 C -0.82
67 H 0.69
68 C -0.83
69 Si -1.28
70 C -0.22
71 H 0.49
72 C -1.61
73 N 0.27
74 C -0.81
75 C 0.85
76 N 0.51
77 H 0.46
78 N 0.14
79 C -0.83
80 C -0.63
81 H -0.61
82 H 0.07
83 H 0.31
84 H 0.53
85 C 1.58
86 H 0.46
87 In 0.41

=====

Result set for strongest force on any atom: 4.47, 0.80 eV/Å, one per record in the order listed.
Result set for molecular weight: 77.102, 962.329 g/mol, one per record in the order listed.
Result set for relative energy (zero: lowest compared OMol25 entry of this formula, charge and spin): 12.82, 0.00 kcal/mol, one per record in the order listed.